Entry 1:
C23H33BrMnN6O2SSi | wB97M-V/def2-TZVPD

Calculated values
- F_max: 3.40 eV Å⁻¹
- Relative energy (zero: lowest compared OMol25 entry of this formula, charge and spin): 0.0 kcal/mol
- Calculated total energy: -5788.0327 Ha
- Gap between HOMO and LUMO (alpha / beta): 6.61 / 6.74 eV
- LUMO (alpha / beta): 0.45 / 0.38 eV
- <S²>: 8.7553

```
! wB97M-V def2-TZVPD RIJCOSX def2/J DEFGRID3
* xyz 0 6
Mn 12.646 9.258 10.347
C 10.071 12.539 8.720
C 10.439 11.231 9.398
N 11.828 10.851 9.153
N 12.204 11.041 7.827
C 13.352 10.539 7.285
N 13.555 10.822 5.988
S 14.333 9.502 8.166
C 10.529 11.411 10.895
C 9.961 12.438 11.614
C 10.094 12.432 13.006
C 10.685 11.342 13.645
C 11.241 10.368 12.841
N 11.216 10.404 11.489
H 9.874 12.377 7.630
H 10.874 13.266 8.811
H 9.160 13.000 9.068
H 11.598 11.675 7.282
H 13.191 11.658 5.540
H 14.266 10.306 5.505
H 9.374 13.216 11.146
H 9.704 13.268 13.561
H 10.685 11.241 14.718
H 11.741 9.497 13.251
Br 15.371 11.731 10.501
C 15.282 10.373 11.817
C 16.264 10.442 12.813
C 16.281 9.440 13.767
C 15.350 8.382 13.705
C 14.391 8.428 12.709
N 14.339 9.441 11.776
C 13.260 7.406 12.570
O 13.120 6.477 13.356
O 12.518 7.681 11.567
H 16.939 11.297 12.822
H 16.972 9.499 14.604
H 15.320 7.578 14.459
C 6.634 10.002 7.774
Si 7.535 9.992 9.419
C 7.234 8.408 10.354
C 6.874 11.398 10.446
C 9.431 10.094 9.042
H 5.568 9.934 7.943
H 6.933 9.187 7.104
H 6.771 10.956 7.290
H 6.209 8.297 10.654
H 7.797 8.381 11.308
H 7.519 7.537 9.770
H 5.811 11.256 10.606
H 6.999 12.355 9.991
H 7.374 11.373 11.417
H 9.513 9.964 7.945
H 9.870 9.183 9.491
C 10.747 7.210 5.716
C 10.732 6.246 6.901
C 11.539 4.980 6.612
C 9.266 5.954 7.260
C 11.356 6.929 8.045
N 11.828 7.628 8.843
H 10.282 6.775 4.816
H 11.767 7.505 5.461
H 10.194 8.131 5.934
H 11.048 4.364 5.834
H 11.649 4.349 7.516
H 12.550 5.228 6.287
H 8.800 5.336 6.522
H 8.656 6.869 7.374
H 9.175 5.392 8.207
*
```

---

Entry 2:
C23H33CoN6O4S4 | wB97M-V/def2-TZVPD

Calculated values
- F_max: 0.16 eV Å⁻¹
- Relative energy (zero: lowest compared OMol25 entry of this formula, charge and spin): 0.0 kcal/mol
- Calculated total energy: -4501.1444 Ha
- Gap between HOMO and LUMO (alpha / beta): 7.97 / 8.00 eV
- LUMO (alpha / beta): -2.74 / -2.74 eV
- <S²>: 0.7551

```
! wB97M-V def2-TZVPD RIJCOSX def2/J DEFGRID3
* xyz 1 2
Co -0.313 0.646 0.921
O -4.369 1.912 0.419
C -3.184 1.413 0.745
O -2.589 0.593 0.083
C -2.639 1.943 2.029
C -3.342 2.701 2.943
C -2.696 3.070 4.120
C -1.386 2.681 4.333
C -0.742 1.930 3.357
N -1.374 1.576 2.246
C 0.720 1.488 3.475
O 1.300 1.721 4.515
O 1.169 0.904 2.420
H -4.640 1.517 -0.424
H -4.364 2.986 2.740
H -3.219 3.658 4.861
H -0.835 2.938 5.226
C 0.902 -3.670 1.920
C 0.604 -2.370 2.650
S -0.791 -1.321 2.163
C -2.220 -2.353 1.762
C -2.212 -3.279 0.547
S -1.538 -2.520 -0.949
C -0.589 -3.891 -1.645
C 0.411 -4.594 -0.726
S 1.517 -3.511 0.218
H 0.037 -4.331 1.922
H 1.676 -4.177 2.497
H 1.445 -1.676 2.601
H 0.448 -2.606 3.703
H -3.008 -1.606 1.654
H -2.460 -2.932 2.656
H -3.242 -3.594 0.373
H -1.644 -4.178 0.763
H -0.059 -3.428 -2.479
H -1.256 -4.642 -2.073
H 1.040 -5.241 -1.340
H -0.089 -5.257 -0.021
N 0.839 -0.113 -0.418
C 1.651 -0.364 -1.196
N 2.559 -0.624 -2.098
C 3.730 -1.467 -1.776
C 3.980 -2.451 -2.922
C 2.654 -2.912 -3.521
C 1.921 -1.745 -4.202
C 2.270 -0.416 -3.524
H 3.509 -2.002 -0.855
H 4.597 -0.825 -1.607
H 4.550 -3.295 -2.535
H 4.595 -1.986 -3.696
H 2.036 -3.316 -2.715
H 2.812 -3.724 -4.230
H 0.842 -1.908 -4.175
H 2.202 -1.679 -5.255
H 1.471 0.317 -3.613
H 3.165 0.024 -3.965
C -2.147 6.198 -0.630
C -1.586 5.205 -1.650
C -0.653 4.228 -1.012
N -1.026 3.127 -0.470
N 0.008 2.431 0.101
C 1.170 3.037 0.013
N 2.308 2.551 0.524
S 1.059 4.530 -0.853
H -2.829 6.896 -1.113
H -1.348 6.776 -0.163
H -2.691 5.672 0.155
H -1.068 5.737 -2.449
H -2.392 4.633 -2.110
H 2.211 1.838 1.252
H 3.133 3.123 0.509
*
```

---

Entry 3:
C23H33F6N4O19 | wB97M-V/def2-TZVPD

Calculated values
- F_max: 1.83 eV Å⁻¹
- Calculated total energy: -3144.0567 Ha
- Gap between HOMO and LUMO: 3.82 eV
- LUMO: 1.51 eV

```
! wB97M-V def2-TZVPD RIJCOSX def2/J DEFGRID3
* xyz -1 1
C 1.790 2.168 -4.741
C 0.354 2.614 -4.797
O 0.128 3.449 -5.963
C -0.060 3.324 -3.487
N -0.598 2.365 -2.534
C -1.947 2.663 -2.175
C -3.057 2.313 -3.205
N -3.469 3.437 -4.031
N -2.686 1.166 -4.014
N -4.295 1.983 -2.405
H 2.002 1.663 -5.681
H 2.486 2.987 -4.603
H 1.867 1.409 -3.973
H -0.252 1.723 -4.890
H -0.806 3.318 -6.163
H -0.778 4.120 -3.733
H 0.819 3.844 -3.069
H -2.176 2.053 -1.296
H -2.110 3.708 -1.857
H -2.686 3.764 -4.576
H -4.220 3.137 -4.642
H -2.108 0.511 -3.504
H -3.494 0.732 -4.434
H -4.327 0.977 -2.317
H -5.120 2.282 -2.911
C 4.411 -0.713 -2.701
C 4.944 0.157 -1.600
O 5.694 1.141 -2.309
C 5.094 1.268 -3.532
O 5.229 2.185 -4.265
O 4.265 0.231 -3.769
F 5.783 -0.517 -0.768
H 5.124 -1.488 -2.980
H 3.465 -1.171 -2.467
H 4.163 0.636 -1.015
C 1.556 -2.620 1.138
C 2.958 -2.629 1.699
O 3.705 -3.252 0.654
C 3.046 -2.966 -0.504
O 3.484 -3.034 -1.604
O 1.807 -2.516 -0.258
F 3.049 -3.382 2.827
H 1.025 -3.547 1.340
H 0.955 -1.784 1.485
H 3.373 -1.639 1.891
C -2.350 -4.816 3.670
C -0.859 -4.590 3.576
O -0.786 -3.342 2.899
C -1.912 -2.654 3.208
O -2.041 -1.494 3.013
O -2.848 -3.470 3.755
F -0.255 -5.543 2.824
H -2.747 -5.298 2.776
H -2.636 -5.393 4.545
H -0.358 -4.512 4.538
C -2.845 -2.867 7.710
C -2.352 -1.556 7.147
O -0.954 -1.779 7.043
C -0.774 -3.112 6.858
O 0.227 -3.610 6.467
O -1.905 -3.798 7.159
F -2.577 -0.527 7.997
H -2.785 -2.889 8.799
H -3.859 -3.109 7.403
H -2.751 -1.304 6.162
C 1.868 3.703 1.035
C 3.361 3.765 0.822
O 3.769 2.443 1.153
C 2.714 1.629 0.877
O 2.779 0.449 0.769
O 1.583 2.339 0.716
F 3.959 4.640 1.669
H 1.599 3.898 2.075
H 1.314 4.378 0.388
H 3.664 3.990 -0.201
C -3.051 0.447 0.207
C -1.819 -0.006 -0.539
O -2.279 -1.187 -1.180
C -3.617 -1.036 -1.389
O -4.267 -1.708 -2.114
O -4.107 -0.012 -0.645
F -0.812 -0.324 0.315
H -3.136 -0.035 1.182
H -3.092 1.526 0.336
H -1.450 0.697 -1.288
*
```

---

Entry 4:
C23H33FIrN3O4Te | wB97M-V/def2-TZVPD

Calculated values
- F_max: 0.55 eV Å⁻¹
- Relative energy (zero: lowest compared OMol25 entry of this formula, charge and spin): 5.3 kcal/mol
- Calculated total energy: -1833.0297 Ha
- Gap between HOMO and LUMO (alpha / beta): 7.06 / 7.41 eV
- LUMO (alpha / beta): -5.10 / -6.26 eV
- <S²>: 6.0169

```
! wB97M-V def2-TZVPD RIJCOSX def2/J DEFGRID3
* xyz 2 5
Ir -0.277 0.978 0.890
F 5.941 -0.007 -2.239
C 5.699 0.140 -0.923
C 4.400 0.209 -0.516
C 4.092 0.310 0.845
C 2.699 0.324 1.276
O 1.799 0.311 0.391
C 2.485 0.343 2.689
C 3.570 0.421 3.525
N 4.844 0.463 3.124
C 5.902 0.530 4.115
C 5.745 1.471 5.269
C 6.743 1.772 4.193
C 5.144 0.363 1.769
C 6.471 0.311 1.328
C 6.780 0.181 -0.017
N 8.127 0.115 -0.418
C 8.525 0.252 -1.817
C 10.053 0.340 -1.888
N 10.553 0.968 -0.621
C 10.348 0.037 0.552
C 9.047 -0.736 0.321
C 1.152 0.254 3.383
O 1.066 0.286 4.580
O 0.114 0.060 2.579
H 3.603 0.154 -1.244
H 3.399 0.443 4.593
H 6.371 -0.429 4.299
H 6.098 1.131 6.231
H 4.858 2.087 5.302
H 7.794 1.653 4.415
H 6.499 2.575 3.511
H 7.265 0.394 2.054
H 8.085 1.163 -2.223
H 8.210 -0.582 -2.449
H 10.381 0.942 -2.732
H 10.533 -0.635 -1.950
H 10.027 1.828 -0.453
H 11.537 1.225 -0.704
H 10.310 0.660 1.443
H 11.217 -0.617 0.607
H 8.629 -1.025 1.280
H 9.241 -1.666 -0.227
C -3.574 -0.175 -0.886
Te -2.586 -0.682 0.922
C -1.749 -2.509 0.237
H -2.901 -0.339 -1.723
H -3.851 0.874 -0.830
H -4.465 -0.790 -0.978
H -2.504 -3.287 0.309
H -0.906 -2.747 0.880
H -1.420 -2.382 -0.790
C 0.138 4.288 0.960
C -0.807 3.833 -0.140
C -2.256 4.158 0.188
C -0.398 4.377 -1.499
O -0.721 2.386 -0.251
H 0.092 5.373 1.055
H 1.167 4.010 0.725
H -0.139 3.858 1.924
H -2.399 5.238 0.222
H -2.535 3.750 1.160
H -2.920 3.751 -0.573
H -0.498 5.462 -1.511
H -1.034 3.967 -2.281
H 0.638 4.124 -1.720
*
```

---

Entry 5:
C23H33FNO2P2Zr | wB97M-V/def2-TZVPD

Calculated values
- F_max: 6.29 eV Å⁻¹
- Relative energy (zero: lowest compared OMol25 entry of this formula, charge and spin): 0.0 kcal/mol
- Calculated total energy: -1930.7805 Ha
- Gap between HOMO and LUMO: 6.48 eV
- LUMO: -3.70 eV

```
! wB97M-V def2-TZVPD RIJCOSX def2/J DEFGRID3
* xyz 1 1
C 2.757 -1.609 -2.838
C 2.215 -1.128 -1.628
N 1.015 -0.439 -1.702
C 0.372 -0.204 -2.865
C 0.914 -0.670 -4.057
C 2.115 -1.380 -4.042
C 2.872 -1.264 -0.349
P 2.087 -0.811 1.191
Zr -0.082 0.050 0.226
P -1.351 1.524 -1.337
C -1.011 0.464 -2.832
C -0.623 1.244 2.088
C -1.368 0.363 2.878
C -1.972 0.811 4.049
C -1.852 2.146 4.417
C -1.125 3.022 3.605
C -0.502 2.587 2.424
O 4.098 1.347 -0.938
O 2.166 2.841 -1.912
H 3.698 -2.150 -2.774
H 0.363 -0.486 -4.971
H 2.537 -1.750 -4.975
C 1.638 -2.305 2.124
C 3.216 0.094 2.264
H -1.168 1.114 -3.705
H -1.775 -0.328 -2.933
H 3.846 0.434 -0.636
H 3.777 -1.884 -0.325
C -3.111 1.390 -0.940
C -1.046 3.208 -1.855
H -1.511 -0.680 2.594
H -2.533 0.096 4.643
H -2.330 2.483 5.333
H -1.046 4.059 3.913
H 0.061 3.252 1.760
H 1.132 1.614 0.452
H 2.407 3.730 -1.605
H 2.945 2.270 -1.650
H 4.930 1.235 -1.406
H 0.989 1.485 -0.353
H 2.504 -2.892 2.446
H 1.066 -2.009 3.012
H 0.994 -2.953 1.522
H 4.012 -0.555 2.645
H 3.657 0.947 1.739
H 2.648 0.483 3.116
H -1.723 3.507 -2.662
H -1.211 3.866 -0.995
H -0.003 3.330 -2.168
H -3.742 1.732 -1.764
H -3.413 0.371 -0.684
H -3.320 1.992 -0.049
F -4.154 -5.040 0.337
C -3.334 -3.953 0.270
C -3.447 -3.084 -0.810
C -2.581 -1.983 -0.856
C -1.624 -1.760 0.134
C -1.587 -2.639 1.212
C -2.414 -3.761 1.298
H -4.190 -3.260 -1.594
H -2.641 -1.256 -1.648
H -0.912 -2.408 2.023
H -2.338 -4.447 2.140
*
```

---

Entry 6:
C23H33GdN3P2S | wB97M-V/def2-TZVPD

Calculated values
- F_max: 4.53 eV Å⁻¹
- Relative energy (zero: lowest compared OMol25 entry of this formula, charge and spin): 106.7 kcal/mol
- Calculated total energy: -2906.5994 Ha
- Gap between HOMO and LUMO (alpha / beta): 5.07 / 6.55 eV
- LUMO (alpha / beta): -3.47 / -3.47 eV
- <S²>: 15.7922

```
! wB97M-V def2-TZVPD RIJCOSX def2/J DEFGRID3
* xyz 1 8
C -1.992 3.249 -3.590
C -1.663 1.949 -3.158
C -0.331 1.481 -3.326
C 0.727 2.454 -3.598
C 0.330 3.831 -3.606
C -0.995 4.194 -3.772
C 2.080 2.018 -3.548
C 2.321 0.643 -3.277
C 1.185 -0.256 -3.098
C 1.423 -1.598 -2.647
C 2.702 -2.155 -2.756
C 3.811 -1.316 -2.942
C 3.599 0.054 -3.019
H -3.041 3.448 -3.767
H 1.067 4.619 -3.390
H -1.300 5.223 -4.080
H 2.790 2.705 -3.036
H 2.776 -3.235 -2.759
H 4.799 -1.790 -2.990
H 4.461 0.708 -2.774
N -0.119 0.159 -3.103
Gd -0.023 1.021 1.845
C -2.631 1.071 -2.414
H -2.612 0.018 -2.757
H -3.675 1.439 -2.461
C 0.295 -2.334 -1.973
H -0.661 -2.274 -2.539
H 0.494 -3.415 -1.842
P -2.197 1.016 -0.536
P -0.064 -1.624 -0.246
C 1.189 -2.586 0.670
H 1.003 -2.508 1.750
H 1.120 -3.640 0.373
H 2.197 -2.222 0.438
C -1.530 -2.642 0.123
H -1.236 -3.686 0.194
H -1.968 -2.307 1.065
H -2.262 -2.531 -0.680
C -2.736 2.691 -0.108
H -3.776 2.826 -0.415
H -2.641 2.842 0.971
H -2.125 3.437 -0.617
C -3.662 0.087 -0.003
H -3.612 -0.063 1.074
H -4.546 0.653 -0.270
H -3.684 -0.888 -0.481
H 1.227 1.120 0.388
H 1.446 0.405 -0.059
S -1.821 -0.162 3.267
C -0.216 -0.444 3.990
N 0.890 0.447 4.195
C 1.678 0.231 5.499
C 1.878 -1.242 5.760
C 0.607 -2.056 5.659
N -0.064 -1.720 4.375
H 0.604 1.448 4.177
H 1.075 0.686 6.293
H 2.630 0.790 5.439
H 2.319 -1.399 6.748
H 2.600 -1.605 5.020
H -0.059 -1.848 6.510
H 0.810 -3.136 5.623
H -0.887 -2.282 4.193
*
```

---

Entry 7:
C23H33HoNOP2 | wB97M-V/def2-TZVPD

Calculated values
- F_max: 3.62 eV Å⁻¹
- Calculated total energy: -2656.7156 Ha
- Gap between HOMO and LUMO (alpha / beta): 6.57 / 6.64 eV
- LUMO (alpha / beta): -3.21 / -3.15 eV
- <S²>: 6.0049

```
! wB97M-V def2-TZVPD RIJCOSX def2/J DEFGRID3
* xyz 1 5
C -1.269 3.398 -2.603
C -1.097 2.092 -2.135
C 0.228 1.588 -2.077
C 1.346 2.422 -2.370
C 1.118 3.765 -2.756
C -0.168 4.215 -2.897
C 2.627 1.855 -2.135
C 2.802 0.459 -2.345
C 1.653 -0.357 -2.080
C 1.703 -1.771 -2.148
C 2.902 -2.363 -2.538
C 4.044 -1.593 -2.773
C 3.990 -0.202 -2.725
H -2.278 3.776 -2.783
H 2.010 4.399 -2.937
H -0.331 5.220 -3.318
H 3.490 2.500 -2.311
H 2.942 -3.453 -2.694
H 4.984 -2.078 -3.061
H 4.850 0.416 -2.972
N 0.502 0.294 -1.625
Ho 0.685 0.427 0.558
C -2.297 1.277 -1.686
H -2.295 0.289 -2.158
H -3.235 1.791 -1.951
C 0.501 -2.620 -1.744
H -0.394 -2.247 -2.261
H 0.676 -3.688 -1.973
P -2.265 0.989 0.168
P 0.224 -2.402 0.064
C 1.555 -3.508 0.702
H 1.542 -3.478 1.806
H 1.403 -4.550 0.368
H 2.538 -3.159 0.359
C -1.295 -3.413 0.295
H -1.114 -4.482 0.079
H -1.619 -3.299 1.343
H -2.089 -3.025 -0.367
C -2.846 2.698 0.603
H -3.879 2.918 0.279
H -2.790 2.814 1.701
H -2.167 3.433 0.153
C -3.781 0.009 0.418
H -3.862 -0.234 1.482
H -4.720 0.503 0.125
H -3.714 -0.939 -0.128
H 2.626 2.429 -0.472
H 0.093 2.176 0.853
C -0.829 0.173 4.941
C -0.001 -1.135 4.979
C 0.464 -1.388 3.543
O -0.016 -0.259 2.709
C -0.715 0.755 3.552
H -1.887 -0.119 5.097
H -0.554 0.885 5.723
H -0.647 -1.972 5.294
H 0.869 -1.081 5.667
H 1.551 -1.449 3.434
H 0.014 -2.319 3.139
H -1.674 0.952 3.095
H -0.104 1.664 3.494
*
```